No. 1
DFT (ωB97M-V with the def2-TZVPD basis set) results for a structure of composition C33H44Cl4F16I3NO10PS2.

Cartesian coordinates (Å):
C  -6.4080  -1.3090  2.3986
C  -5.1308  -1.5862  1.6087
C  -3.6632  -1.2516  2.0141
Cl  -2.7860  -2.0136  0.6146
C  -3.1563  0.1994  2.3690
C  -4.2867  1.1307  1.9182
C  -4.7808  1.2211  0.4775
O  -6.1889  1.5370  0.5761
C  -6.6271  2.1476  -0.5763
O  -6.4947  3.3396  -0.7952
C  -3.2293  0.2687  3.9916
C  -4.3818  -0.5319  4.5740
S  -3.9224  1.9269  4.6365
C  -1.8782  0.1320  4.8174
I  -2.2768  0.9069  6.8534
I  -1.8790  -2.0397  5.6709
N  -0.5248  0.5626  4.1663
S  0.5360  -0.5363  5.1610
C  0.2945  1.9141  4.4239
Cl  2.0933  1.6862  4.8691
C  -0.0480  3.0682  5.4316
C  -1.3331  3.8508  5.3148
Cl  0.4323  2.8513  7.1534
C  -0.4510  0.0798  2.7019
C  0.8758  0.4377  2.0015
C  2.3033  -0.1288  2.2411
C  2.7531  -1.2666  3.1541
I  4.8038  -1.7544  2.6160
C  -0.4067  -1.4571  2.6389
O  0.0825  -1.9489  1.4022
C  0.5508  -3.2114  1.4631
C  1.6149  -3.4877  0.4535
O  0.1443  -4.0434  2.2423
C  -1.6920  0.6537  1.8628
C  -1.6438  2.2470  2.0903
C  -2.3773  3.3963  1.4011
O  -2.9291  4.1878  2.1459
Cl  -2.3638  3.8823  -0.2930
P  -1.3112  0.6266  0.0195
O  -0.6619  -0.5613  -0.5916
O  -0.2994  1.8053  -0.3459
O  -2.5817  0.8823  -0.8697
H  -7.1892  -1.9007  1.9415
H  -6.4092  -1.6216  3.4284
H  -6.7806  -0.2967  2.3438
H  -5.3234  -1.3528  0.5767
H  -5.1189  -2.6654  1.5503
H  -3.3948  -1.9762  2.7564
H  -5.1760  0.9178  2.4823
H  -4.1532  2.1649  2.1694
H  -4.3207  2.0406  -0.0488
H  -4.6719  0.3528  -0.1567
H  -7.1261  1.4795  -1.2871
H  -4.4319  -0.4749  5.6522
H  -5.3185  -0.0961  4.2799
H  -4.4239  -1.5837  4.3441
H  -3.5193  2.9675  3.8842
H  0.4936  -0.0751  6.4302
H  0.4271  2.4880  3.5354
H  0.7000  3.7930  5.1815
H  -1.6764  3.9719  4.2938
H  -2.1420  3.5220  5.9435
H  -1.1072  4.8512  5.6558
H  1.0045  1.5039  1.8619
H  0.7276  0.1841  0.9694
H  2.9507  0.6866  2.5271
H  2.7526  -0.3748  1.2907
H  2.2700  -2.2265  3.0579
H  2.8723  -1.0243  4.1887
H  0.2495  -1.9100  3.3663
H  -1.3333  -1.9774  2.8476
H  1.2863  -4.2947  -0.1814
H  2.5569  -3.6957  0.9389
H  1.7671  -2.6320  -0.1894
H  -0.6144  2.5601  1.9761
H  -1.8568  2.3639  3.1392
H  0.5681  1.4203  -0.5380
H  -2.3630  0.7800  -1.8018
C  0.2849  -1.3371  -5.9865
C  0.1308  -0.0439  -6.8179
C  1.3957  0.7178  -7.2394
F  2.0940  1.1777  -6.1825
F  1.0356  1.7891  -7.9760
F  -0.7278  0.7891  -6.1898
F  -0.4647  -0.4186  -7.9808
O  0.0715  -1.2849  -4.5717
C  1.0607  -0.9797  -3.6674
C  0.7245  0.2883  -2.8836
F  0.5950  1.3524  -3.6986
F  1.7405  0.5806  -2.0059
F  2.2715  -0.9134  -4.2501
F  1.1155  -1.9919  -2.7790
H  -0.5246  -1.9773  -6.3315
H  1.2023  -1.8690  -6.2339
H  2.0444  0.0815  -7.8481
H  -0.1946  0.1601  -2.3054
C  5.6257  -0.6190  -4.9889
C  6.0580  -1.7609  -4.0438
C  7.3744  -1.6184  -3.2706
F  8.4373  -1.5474  -4.0844
F  7.5388  -2.7075  -2.4842
F  6.0409  -2.9281  -4.7176
F  5.0827  -1.8437  -3.0907
O  5.8531  -0.7682  -6.3894
C  7.0344  -0.4020  -7.0042
C  7.7355  -1.5977  -7.6576
F  8.0382  -2.5380  -6.7465
F  8.8855  -1.1768  -8.2250
F  7.8435  0.2695  -6.1700
F  6.7062  0.4522  -7.9957
H  4.5416  -0.6000  -4.9140
H  5.9568  0.3545  -4.6292
H  7.3510  -0.7319  -2.6303
H  7.0947  -2.0407  -8.4226

Summary:
HOMO-LUMO gap   6.8214 eV
Lowest unoccupied orbital energy   -4.534 eV
Charge   +1
HOMO   -11.36 eV



No. 2
DFT (ωB97M-V with the def2-TZVPD basis set) results for a structure of composition C33H44N10O5PrS3.

Cartesian coordinates (Å):
Pr  10.0983  10.1748  12.8423
N  8.6056  11.1291  15.1445
C  8.1383  9.9612  15.9658
C  6.6844  9.6656  15.5845
C  6.0452  8.4028  16.1980
C  5.8652  8.2524  17.6864
N  7.1099  7.8000  18.2635
C  7.2107  6.9579  19.2643
N  8.2961  6.1964  19.4169
N  6.2546  6.7028  20.1453
C  8.9530  8.7272  15.6693
O  9.0727  7.7900  16.4552
O  9.5032  8.6876  14.4841
H  9.5497  11.4090  15.4441
H  8.0047  11.9148  15.1961
H  8.4063  10.1429  17.0408
H  6.6332  9.6500  14.5215
H  6.1038  10.5278  15.9922
H  6.6576  7.5241  15.8320
H  5.0918  8.2791  15.7956
H  5.0937  7.5254  17.8612
H  5.5718  9.1919  18.2236
H  7.9416  7.9178  17.6764
H  9.0828  6.2872  18.7705
H  8.5378  5.9016  20.3531
H  5.4067  7.2586  20.1316
H  6.3107  5.9511  20.8183
N  12.0434  7.6722  14.8342
C  12.7338  7.9702  13.6570
N  12.2609  8.8478  12.8250
C  13.1848  9.0156  11.7992
C  14.2908  8.2103  11.8345
S  14.2068  7.2252  13.1870
C  12.9457  9.9357  10.6664
C  13.8225  10.5084  9.8382
S  12.9583  11.6618  8.8333
C  11.5077  11.3149  9.6233
N  11.5885  10.4477  10.6349
N  10.4018  11.9097  9.1760
H  11.0549  7.6617  14.8015
H  12.4134  6.8255  15.2684
H  15.0658  8.0796  11.0852
H  14.8937  10.4187  9.7555
H  10.4551  12.7074  8.5480
H  9.5506  11.6493  9.6510
C  6.7745  11.3137  9.3664
C  7.3176  10.4752  10.4735
O  8.3724  10.7189  11.0651
N  6.6234  9.3475  10.6919
C  7.0450  8.4912  11.7922
C  8.1610  7.5324  11.3498
C  7.9537  6.2377  10.8793
C  8.9859  5.5099  10.3288
C  10.2583  6.0816  10.3621
C  10.4057  7.3175  10.9907
N  9.4008  7.9810  11.4498
H  7.2635  12.2978  9.2626
H  5.6988  11.4861  9.5994
H  6.9348  10.7219  8.4134
H  5.7630  9.1448  10.1880
H  6.1918  7.9523  12.2354
H  7.5184  9.1412  12.5896
H  6.9462  5.8812  10.9831
H  8.8535  4.5037  10.0196
H  11.0835  5.5034  9.8762
H  11.4018  7.7044  11.1275
O  10.6697  12.4653  12.8858
S  11.1239  13.7874  12.3178
C  9.8882  15.0047  12.8730
C  9.0746  14.8067  13.9636
C  8.1452  15.7263  14.3724
C  7.9932  16.8590  13.6106
C  8.8259  17.1292  12.5344
C  9.7308  16.1325  12.1206
C  12.5673  14.2742  13.2687
C  12.4619  14.9805  14.4686
C  13.6050  15.3367  15.1668
C  14.8461  15.0576  14.5455
C  14.9589  14.4895  13.3187
C  13.8110  14.0998  12.6636
H  9.2252  13.8972  14.5862
H  7.5249  15.4768  15.2298
H  7.2537  17.5695  13.9534
H  8.6827  18.0725  11.9931
H  10.3668  16.3057  11.2508
H  11.4830  15.2691  14.8411
H  13.5469  15.9358  16.0715
H  15.6629  15.3937  15.1175
H  15.9574  14.3829  12.9351
H  13.7663  13.6760  11.6877
C  12.6390  11.3864  15.5885
O  11.5127  10.5092  15.2907
H  13.5997  11.0741  15.1245
H  12.7641  11.4364  16.6546
H  12.4009  12.3974  15.1996
H  11.8553  9.6034  15.4653

Summary:
HOMO-LUMO gap (alpha / beta)   8.1702 / 8.7565 eV
2S+1   3
Lowest unoccupied orbital energy (alpha / beta)   -6.578 / -5.992 eV
<S²>   2.00
Charge   +3
Energy above the lowest of the compared OMol25 structures with the same formula, charge and spin   29.24 kJ/mol
HOMO (alpha / beta)   -14.75 / -14.75 eV



No. 3
DFT (ωB97M-V with the def2-TZVPD basis set) results for a structure of composition C33H44N4P2Zn.

Cartesian coordinates (Å):
Zn  -0.0273  0.1534  2.1913
C  -2.0900  1.8348  -5.7194
C  -2.1810  0.5724  -5.2965
C  -1.4068  -0.5934  -5.8331
C  0.0384  -0.2991  -6.3077
C  0.8626  0.5611  -5.3892
C  0.9312  1.8941  -5.4328
C  0.2163  2.7658  -6.4289
C  -1.2157  2.3364  -6.8317
C  2.2555  1.2174  4.1108
H  -2.7255  2.6179  -5.2899
H  -2.9305  0.3027  -4.5462
H  -1.9555  -1.0489  -6.6765
H  -1.3747  -1.3744  -5.0571
H  0.5495  -1.2721  -6.3942
H  0.0043  0.1242  -7.3190
H  1.4697  -0.0106  -4.6781
H  1.5988  2.4389  -4.7580
H  0.8079  2.8486  -7.3562
H  0.1719  3.7864  -6.0225
H  -1.7110  3.2308  -7.2473
H  -1.1581  1.6065  -7.6492
H  2.3138  1.8493  5.0066
H  2.4707  1.8364  3.2389
H  3.0697  0.4727  4.1996
P  1.4889  -0.4986  0.5432
P  -1.5293  -0.8245  0.5715
N  2.5297  0.7872  0.0618
N  2.6812  -1.6955  0.9914
N  -2.2935  0.4556  -0.3493
N  -2.9588  -1.7555  0.8830
C  0.7568  -1.0859  -1.0284
C  -0.6485  -1.7121  -0.7763
C  2.4615  2.1290  0.4709
C  3.3981  2.8541  -0.2472
C  4.0670  1.9403  -1.1282
C  3.5170  0.6893  -0.9250
C  3.6645  -1.5577  1.9904
C  4.4008  -2.7298  2.0540
C  3.8769  -3.6214  1.0628
C  2.8245  -2.9752  0.4380
C  -2.3449  1.7843  0.0938
C  -2.6799  2.5963  -0.9770
C  -2.8359  1.7519  -2.1257
C  -2.6195  0.4469  -1.7080
C  -4.0048  -2.1021  0.0101
C  -4.8698  -2.9609  0.6767
C  -4.3332  -3.1754  1.9947
C  -3.1629  -2.4412  2.0948
H  1.4127  -1.8116  -1.5443
H  0.6663  -0.2091  -1.6987
H  -1.2215  -1.7740  -1.7196
H  -0.5343  -2.7415  -0.3925
H  1.7254  2.4270  1.2007
H  3.5770  3.9149  -0.1702
H  4.8505  2.1880  -1.8265
H  3.7151  -0.2608  -1.3900
H  3.7282  -0.6529  2.5725
H  5.2183  -2.9333  2.7304
H  4.2438  -4.6120  0.8471
H  2.1392  -3.3008  -0.3258
H  -2.1121  2.0195  1.1238
H  -2.7895  3.6743  -0.9760
H  -3.0395  2.0624  -3.1421
H  -2.6359  -0.4830  -2.2590
H  -4.0325  -1.7030  -0.9922
H  -5.7714  -3.3953  0.2753
H  -4.7716  -3.8101  2.7535
H  -2.4470  -2.3339  2.8975
C  -1.3922  0.6232  6.7254
C  -0.0694  -0.0345  6.3609
C  1.0741  0.6504  7.1079
C  -0.1844  -1.4960  6.7740
C  0.1403  0.0708  4.8788
C  0.9082  0.5265  3.9610
H  -1.5301  0.6486  7.8127
H  -2.2214  0.0559  6.2935
H  -1.4373  1.6463  6.3470
H  0.8918  0.5484  8.1873
H  2.0551  0.2189  6.8725
H  1.1437  1.7197  6.8704
H  -1.1002  -1.9361  6.3669
H  0.6681  -2.0834  6.4267
H  -0.2376  -1.5738  7.8654

Summary:
HOMO-LUMO gap (alpha / beta)   6.2057 / 5.7440 eV
Lowest unoccupied orbital energy (alpha / beta)   -0.137 / 0.387 eV
Charge   0
Energy above the lowest of the compared OMol25 structures with the same formula, charge and spin   0.00 kJ/mol
HOMO (alpha / beta)   -6.34 / -5.36 eV



No. 4
DFT (ωB97M-V with the def2-TZVPD basis set) results for a structure of composition C33H44N4SSbY.

Cartesian coordinates (Å):
Y  -0.0310  0.0282  -0.0894
C  -3.4150  -0.7711  -1.0771
C  -3.0538  0.5147  -1.8140
N  -1.9685  1.2935  -1.1572
C  -2.5106  2.3486  -0.2785
C  -1.3869  2.9587  0.5293
N  -0.8264  1.9346  1.4417
C  -1.6850  1.7592  2.6542
C  -2.2667  0.3704  2.8607
C  -1.2256  -0.7073  3.1365
N  -0.7491  -1.3762  1.9005
C  -1.6169  -2.5144  1.5310
C  -1.1252  -3.0975  0.2251
N  -1.2120  -2.0794  -0.8394
C  -2.5724  -1.9890  -1.4483
H  -4.4469  -1.0203  -1.3333
H  -3.4174  -0.6000  0.0044
H  -3.9368  1.1520  -1.9028
H  -2.7298  0.2748  -2.8265
H  -1.4606  1.7608  -1.9078
H  -3.2493  1.8974  0.3881
H  -3.0297  3.1146  -0.8603
H  -1.7493  3.8254  1.0872
H  -0.5918  3.3093  -0.1368
H  0.0661  2.2870  1.7674
H  -2.4990  2.4848  2.6103
H  -1.0919  2.0197  3.5329
H  -2.8971  0.0795  2.0147
H  -2.9379  0.4372  3.7192
H  -1.6304  -1.4618  3.8154
H  -0.3606  -0.2658  3.6353
H  0.1571  -1.7798  2.1280
H  -2.6432  -2.1572  1.4294
H  -1.6174  -3.2738  2.3175
H  -1.6922  -3.9960  -0.0318
H  -0.0769  -3.3939  0.3289
H  -0.5834  -2.3449  -1.5929
H  -3.1220  -2.8955  -1.1835
H  -2.4480  -1.9996  -2.5320
C  2.1618  1.3534  0.5902
C  2.0441  0.3005  1.5292
C  2.2690  -0.9122  0.8393
C  2.4957  -0.6126  -0.5186
C  2.4284  0.7916  -0.6721
H  2.1323  2.4124  0.8083
H  1.9136  0.4102  2.5963
H  2.3369  -1.8956  1.2845
H  2.7264  -1.3364  -1.2866
H  2.5857  1.3457  -1.5845
S  0.0342  -0.1107  -3.0004
Sb  1.8690  -0.6254  -4.3107
C  2.6503  -2.5089  -3.8208
C  1.7858  -3.5179  -3.4037
C  2.2806  -4.7804  -3.1214
C  3.6407  -5.0352  -3.2535
C  4.5023  -4.0341  -3.6764
C  4.0104  -2.7673  -3.9629
C  1.1480  -0.6732  -6.2714
C  -0.0477  -0.0393  -6.5908
C  -0.4885  -0.0457  -7.9064
C  0.2601  -0.6807  -8.8874
C  1.4529  -1.3131  -8.5635
C  1.9039  -1.3086  -7.2526
C  3.4446  0.7549  -4.2574
C  3.4320  1.7915  -5.1871
C  4.4649  2.7168  -5.1971
C  5.5077  2.6015  -4.2885
C  5.5244  1.5630  -3.3662
C  4.4933  0.6369  -3.3478
H  0.7207  -3.3225  -3.3286
H  1.6100  -5.5719  -2.8141
H  4.0278  -6.0213  -3.0345
H  5.5586  -4.2388  -3.7875
H  4.6911  -1.9933  -4.2980
H  -0.6325  0.4489  -5.8212
H  -1.4163  0.4456  -8.1670
H  -0.0884  -0.6847  -9.9115
H  2.0303  -1.8105  -9.3308
H  2.8356  -1.8055  -7.0053
H  2.6289  1.8742  -5.9113
H  4.4614  3.5215  -5.9197
H  6.3171  3.3191  -4.3046
H  6.3437  1.4722  -2.6659
H  4.5157  -0.1696  -2.6241

Summary:
HOMO-LUMO gap   9.2923 eV
Lowest unoccupied orbital energy   -4.460 eV
Charge   +2
Energy above the lowest of the compared OMol25 structures with the same formula, charge and spin   12.58 kJ/mol
HOMO   -13.75 eV



No. 5
DFT (ωB97M-V with the def2-TZVPD basis set) results for the ion C33H44N5 with charge +1.

Cartesian coordinates (Å):
C  3.0751  -1.1849  2.7234
N  2.3790  -0.7643  1.4940
C  2.5127  -1.7750  0.4411
C  2.1680  0.5619  1.2812
N  1.2177  1.0538  0.4141
C  1.3486  2.4810  -0.0413
C  1.4115  2.5760  -1.5457
C  0.2899  2.9781  -2.2851
C  0.3737  3.0754  -3.6767
C  1.5816  2.8021  -4.3270
C  2.6893  2.3464  -3.5963
C  2.6109  2.2628  -2.2020
C  -0.0467  0.5100  0.0105
C  -1.2441  0.5732  0.9869
C  -2.4457  0.0042  0.5261
C  -3.5380  -0.1308  1.3512
C  -3.5752  0.5899  2.5631
C  -2.4666  1.4175  2.9010
C  -1.2763  1.3194  2.1627
C  -2.6213  2.3954  4.0162
C  -4.0736  2.6097  4.4522
C  -4.8173  1.2941  4.5674
N  -4.6708  0.5072  3.3699
C  -5.6020  -0.5920  3.2739
C  0.0110  -0.7680  -0.8085
C  -0.5642  -1.9809  -0.4063
C  -0.5916  -3.0747  -1.2558
C  -0.0832  -2.9596  -2.5725
C  0.5163  -1.7311  -2.9740
C  0.5547  -0.6593  -2.0925
C  1.1150  -1.5734  -4.3239
C  0.6253  -2.6156  -5.3312
C  0.5789  -4.0019  -4.7054
N  -0.1554  -3.9978  -3.4539
C  -0.6547  -5.2788  -3.0081
N  2.9955  1.4441  1.9351
C  4.4625  1.2673  1.9593
C  2.5322  2.6454  2.6597
H  2.9869  -0.4161  3.5002
H  2.6185  -2.1109  3.0825
H  4.1382  -1.3829  2.5057
H  2.4645  -1.3331  -0.5573
H  3.4949  -2.2664  0.5552
H  1.7276  -2.5367  0.5581
H  0.4901  3.0324  0.3774
H  2.2726  2.8763  0.3750
H  -0.6364  3.2207  -1.7543
H  -0.5111  3.3838  -4.2485
H  1.6586  2.9218  -5.4078
H  3.6178  2.0673  -4.1086
H  3.4819  1.9603  -1.6120
H  -0.3993  1.2245  -0.7437
H  -2.5088  -0.4013  -0.4847
H  -4.3655  -0.7653  1.0340
H  -0.3839  1.8616  2.4943
H  -2.2029  3.3628  3.7141
H  -2.0342  2.0688  4.8850
H  -4.5847  3.2485  3.7230
H  -4.1116  3.1181  5.4166
H  -5.8910  1.4620  4.7089
H  -4.4616  0.7221  5.4428
H  -5.7425  -0.9158  2.2391
H  -5.2701  -1.4641  3.8660
H  -6.5746  -0.2536  3.6566
H  -1.0051  -2.0537  0.5891
H  -1.0367  -4.0139  -0.9156
H  0.9896  0.2952  -2.4122
H  0.9127  -0.5587  -4.6959
H  2.2132  -1.6488  -4.2508
H  1.2921  -2.6305  -6.1996
H  -0.3827  -2.3473  -5.6741
H  1.6074  -4.3723  -4.5362
H  0.0793  -4.7114  -5.3767
H  -1.6475  -5.1646  -2.5528
H  -0.7251  -5.9470  -3.8741
H  0.0160  -5.7271  -2.2568
H  4.7716  0.5026  1.2310
H  4.9404  2.2218  1.6811
H  4.8057  0.9845  2.9671
H  1.4490  2.7970  2.5577
H  2.7577  2.5290  3.7340
H  3.0664  3.5334  2.2839

Summary:
HOMO-LUMO gap   7.1599 eV
SMILES   CN(C)C(N(Cc1ccccc1)C(c1ccc2c(c1)CCCN2C)c1ccc2c(c1)CCCN2C)=[N+](C)C
Lowest unoccupied orbital energy   -2.047 eV
Charge   +1
Energy above the lowest of the compared OMol25 structures with the same formula, charge and spin   0.00 kJ/mol
HOMO   -9.21 eV



Calculated F_max in order - 4.6; 3.2; 1.4; 0.3; 2.7 eV/Å